# 1
6 unconnected molecules or ions with the total composition C33H40BNO3PS, computed with ωB97M-V/def2-TZVPD.

```
80
Properties=species:S:1:pos:R:3:forces:R:3:lowdin_charge:R:1
S -2.0135 0.2316 1.8363 2.361 -0.199 -0.497 0.8741
C -0.7556 3.1019 -1.3051 -0.024 0.139 0.080 -0.0991
H -0.4267 -4.9579 -5.1431 -0.033 0.005 -0.195 0.0737
H 2.7217 -2.8960 -2.2395 -0.126 -0.095 0.014 0.1012
C -0.5575 5.3968 -2.0336 -0.071 -0.143 0.170 -0.0782
H -0.9670 -7.5824 -8.5038 0.027 0.144 0.054 0.1016
H -0.1900 4.7138 5.0879 -0.060 0.129 0.016 0.0891
C 4.2003 0.0685 1.5125 0.021 -0.171 -0.107 -0.0972
H -0.4510 -3.0003 -6.6683 -0.004 -0.126 -0.052 0.0982
H 1.6539 -0.0142 4.2945 -2.808 -0.263 0.249 0.0933
C -0.8558 -5.4795 -8.9605 0.016 -0.002 0.197 -0.0933
C -0.5474 -5.1042 -6.2133 -0.038 0.009 -0.174 -0.0973
H -0.6686 2.8258 2.9014 -0.772 1.007 0.679 0.0772
H -0.2362 8.9526 5.7985 -0.074 -0.141 -0.066 0.1046
H 0.1222 -0.7579 0.7663 -1.267 1.329 1.824 0.1011
C -1.6925 4.8797 0.0353 0.028 -0.022 -0.018 -0.0868
H -2.4199 9.1243 4.6319 0.087 -0.160 0.014 0.1043
C -0.0743 6.8234 5.5100 -0.152 0.029 -0.079 -0.0906
C -1.2477 5.8173 -0.8963 0.036 -0.187 -0.042 -0.0776
C -0.8492 -6.5796 -8.1024 0.033 0.171 0.046 -0.0938
H 6.9311 -0.9663 -0.2300 -0.156 0.001 0.070 0.1069
H 0.8833 6.7487 6.0180 -0.143 0.016 -0.059 0.1023
C -0.2064 -0.2570 1.7896 4.391 -1.495 -0.045 -0.4082
H 0.2363 3.7126 -3.1175 -0.103 0.050 0.146 0.1062
C 5.9527 -1.0036 0.2411 -0.205 -0.014 0.075 -0.0811
C -1.4506 3.5217 -0.1707 0.209 0.236 -0.238 -0.1188
C 1.8783 -3.5799 -2.1836 -0.056 -0.038 -0.006 -0.0915
H -3.4800 7.0933 3.6782 0.110 -0.002 0.083 0.1008
C 1.8566 -4.7256 -2.9785 -0.143 0.028 0.125 -0.0793
H -2.2289 5.2076 0.9224 0.086 -0.027 -0.119 0.0977
H -3.6230 -1.6639 0.2889 0.859 -1.581 1.162 0.1372
H 0.0737 -0.9474 5.2986 2.511 -0.425 -1.942 0.0939
H -1.4384 6.8753 -0.7368 0.021 -0.179 -0.012 0.1082
H 2.4715 -1.1441 1.9406 0.156 -0.037 -0.022 0.0495
H -2.9173 0.4147 5.4095 1.050 0.810 -1.006 0.0724
C -0.3075 4.0397 -2.2348 -0.063 0.021 0.091 -0.0860
C 5.1958 -2.1743 0.1853 -0.059 0.158 0.080 -0.0848
O -1.5355 3.0690 3.3412 0.844 -4.894 -0.737 -0.3286
H -3.1034 -1.8500 4.2637 -0.794 0.717 -0.587 0.1034
C -0.5595 -4.0037 -7.0706 -0.014 -0.209 -0.080 -0.0955
O -3.3410 -2.2435 1.0806 -0.477 4.737 1.414 0.0410
H -0.6779 -7.2493 -6.0618 -0.017 0.107 -0.099 0.0972
C -1.9295 8.1587 4.7282 0.062 -0.118 -0.011 -0.0890
C -0.2800 -5.3395 -2.0331 0.090 0.066 -0.018 -0.0884
H -0.2141 6.1268 -2.7616 -0.045 -0.119 0.118 0.1079
H -0.7130 -3.3351 -9.1133 -0.005 -0.140 0.104 0.1010
N -3.7293 -1.3739 3.5779 0.739 -0.556 -2.424 0.0931
H -0.9750 -5.6261 -10.0307 0.016 0.023 0.164 0.1021
C -0.2599 -4.1919 -1.2411 0.165 0.025 -0.098 -0.0977
H 2.6814 -4.9343 -3.6546 -0.137 0.044 0.096 0.1094
H 3.8122 0.9424 2.0293 0.085 -0.069 -0.058 0.0944
C 3.9421 -2.2233 0.7943 0.036 0.077 0.001 -0.0972
P -2.4325 1.5838 3.4918 -2.077 1.818 3.521 0.8447
C -0.7028 8.0627 5.3845 -0.060 -0.178 -0.065 -0.0877
C -1.9011 5.7772 4.3246 -0.079 0.240 0.056 -0.1138
C -0.7094 -4.1922 -8.4443 -0.004 -0.108 0.099 -0.0961
H -1.1193 -6.0278 -1.9711 0.130 0.113 -0.017 0.1061
B -3.1317 -1.2845 2.1856 -1.494 -3.247 0.676 -0.6285
C 0.2750 -1.2699 2.9848 0.134 1.031 2.346 -0.2096
H -4.7018 -1.7518 3.5824 1.323 -0.033 0.070 0.1061
C -2.5269 7.0172 4.1943 0.204 0.002 0.117 -0.0907
H 0.7563 -6.4952 -3.5273 0.017 0.120 0.103 0.1050
C -0.6763 5.6805 4.9842 -0.083 0.170 -0.061 -0.1026
H 6.0390 1.0332 0.9380 -0.093 -0.158 0.005 0.1056
H 0.8332 -2.4148 -0.7031 0.067 -0.054 -0.060 0.0706
H 3.3517 -3.1352 0.7493 0.097 0.109 -0.004 0.0992
H -1.0842 -3.9841 -0.5639 0.067 -0.051 -0.074 0.0884
C 0.7035 -0.7083 4.3184 -1.102 -0.940 -2.991 0.0166
O -2.0723 0.7886 5.0202 -0.271 0.926 -2.175 -0.3553
C 3.4458 -1.1038 1.4616 0.279 0.070 -0.219 -0.1035
H 0.4280 0.7397 1.9199 -1.627 -1.798 -0.413 0.1173
C -0.6900 -6.3917 -6.7298 -0.005 0.159 -0.105 -0.0968
H -1.8020 2.7911 0.5525 -0.048 0.094 -0.091 0.0391
C 5.4523 0.1188 0.9004 -0.061 -0.090 0.012 -0.0871
H 5.5834 -3.0476 -0.3327 -0.063 0.124 0.092 0.1067
H -0.5635 2.0440 -1.4640 -0.010 0.114 -0.031 0.0946
C 0.8185 -3.3103 -1.3181 -0.063 -0.303 -0.157 -0.1081
C 0.7754 -5.6043 -2.9054 0.034 0.152 0.196 -0.1050
H 0.3298 -2.4436 2.7779 -1.454 2.596 0.718 0.1377
H -2.3683 4.8868 3.9120 0.051 0.453 0.174 0.0637
```
Forces are in eV/Å.

## Properties
Total energy ... -2325.97581 hartree
Kohn-Sham gap ... 5.96 eV
Net charge ... +1

# 2
A molecular structure, C33H40FN6O10PSbScSe4, computed with ωB97M-V/def2-TZVPD.

```
97
Properties=species:S:1:pos:R:3:forces:R:3:lowdin_charge:R:1
H 0.5634 3.6556 3.0977 0.131 -0.128 -0.203 -0.0128
C -0.7896 -3.1630 2.7913 0.094 -0.244 -0.006 0.0440
C -5.6691 -1.7602 -1.7660 -0.041 -0.052 0.065 -0.0244
H -0.1896 -4.9015 4.4909 -0.113 -0.003 0.030 0.1183
C 5.7113 -0.1125 3.6642 -0.343 -0.534 -0.184 -0.1527
N 0.4814 -3.4146 3.2181 0.146 0.177 0.159 -0.0327
C 6.6828 -1.9524 1.6775 -0.053 0.222 -0.017 -0.1014
P 0.1948 0.5279 -3.2177 -0.611 -0.830 -0.167 0.6100
C 0.1403 2.2521 -3.6536 -0.279 0.182 -0.255 -0.2077
C 3.5440 -1.3011 3.4991 0.305 0.232 0.164 -0.1474
C 0.0004 -1.4567 1.3227 -0.323 -0.212 -0.002 -0.2844
N 7.1896 -0.5404 1.8228 -0.240 -0.180 0.360 0.0546
H -0.9290 0.0877 -5.2879 0.064 -0.011 -0.030 0.0371
C 0.7532 -4.5808 4.0582 0.141 0.092 -0.211 -0.1933
N -2.5599 2.6970 0.9156 -0.002 -0.373 0.535 0.1557
H -4.6946 2.5527 -6.9385 -0.009 0.178 -0.035 0.1226
C 1.4651 -2.4379 3.0125 -0.083 -0.285 -0.130 -0.1123
H 8.1073 -0.4212 1.4095 0.144 0.012 -0.062 0.1735
H -6.3398 -2.4665 -1.2901 0.063 0.084 -0.037 0.1124
H -0.1950 2.8779 -2.8438 0.036 0.179 0.269 0.0048
H 1.1448 2.5706 -3.9349 0.007 0.064 0.012 0.0148
H -4.4444 -1.4871 0.0006 -0.033 0.016 -0.071 0.0928
C 2.8642 -0.0916 3.1953 0.286 -0.194 0.140 -0.2314
N -3.7332 -0.3689 -1.5780 0.017 0.046 -0.232 0.0555
H 1.3970 -4.2654 4.8770 0.025 0.036 0.101 0.1161
H 3.2506 -3.3827 3.8640 -0.075 0.134 -0.043 0.1184
O -0.4233 3.7986 3.0947 0.001 -0.047 0.222 0.0809
H 0.8438 0.0568 -5.4904 -0.060 -0.015 0.056 0.0668
C -3.3063 3.9760 2.7819 0.186 -0.050 0.318 0.0328
H -4.3456 1.7681 -4.6168 -0.024 0.023 0.057 0.1209
Se 0.2631 1.8738 -0.2446 2.935 2.936 0.496 0.3756
C -4.2686 1.5843 -6.6866 0.240 -0.034 0.207 -0.2329
O -2.4708 -0.5729 0.9505 -0.738 -0.684 0.669 -0.1481
C -3.8971 -0.0301 -2.8636 -0.123 -0.118 0.221 -0.0828
H 7.7156 -0.9803 3.8280 0.052 -0.020 -0.069 0.1294
H 4.6913 -1.3354 1.3732 -0.194 0.037 -0.189 0.0274
C -5.0390 -0.1031 -5.0900 0.021 0.039 -0.016 -0.4268
C 5.2315 -1.9521 2.0951 0.248 0.223 0.330 -0.1748
H 2.3648 -5.4246 2.8766 -0.063 -0.023 0.007 0.0672
H -5.3596 4.3900 0.1512 0.035 -0.025 0.095 0.1169
H -4.6296 0.8305 -7.3772 -0.044 -0.130 -0.123 0.1216
C 1.1255 -1.3463 2.2151 0.007 -0.077 0.098 -0.0504
C -2.4071 3.1115 2.1667 0.266 -0.170 -0.073 -0.1275
H 7.3118 -2.5877 2.2977 0.072 0.008 0.025 0.1283
C 0.0146 -0.2333 -4.8398 -0.206 -0.196 -0.080 -0.1735
H 6.7577 -2.2565 0.6346 0.045 0.092 0.002 0.1371
Se 3.0760 3.9737 -2.1201 -0.256 -0.158 0.144 -0.1780
C -3.5654 3.1994 0.2191 -0.142 -0.249 -0.842 -0.1648
H 4.8484 -2.9668 2.0450 0.025 -0.060 0.033 0.1256
H -1.5694 -3.7926 3.2052 0.036 -0.003 -0.057 0.1479
H -6.6487 -1.7818 -3.6890 0.065 0.010 0.022 0.1262
N 5.0058 -1.4126 3.4762 -0.419 0.067 -0.111 -0.0400
H 2.0564 -0.9159 -3.2529 0.026 0.083 0.067 0.0621
N -4.6825 1.1955 -5.3740 0.056 -0.221 -0.022 0.0918
C 1.3927 -5.7184 3.2789 -0.004 -0.090 -0.059 -0.0674
C -4.4122 4.3878 2.0825 -0.308 0.181 -0.208 -0.0210
Sc -1.5584 0.5625 -0.4526 -1.901 -2.537 -0.312 0.6138
C -2.4554 -1.7504 1.5321 -0.250 0.438 -0.389 -0.5424
H 1.5361 -6.5849 3.9289 0.016 0.059 -0.049 0.0781
C -4.5334 4.0149 0.7471 -0.358 0.381 0.065 0.0125
H -5.0132 3.7892 -1.7158 -0.049 -0.025 -0.003 0.1149
O -3.4349 -2.4295 1.7960 -0.090 0.174 -0.003 0.0578
Sb 2.6534 2.6670 -0.1194 1.306 0.510 0.149 -0.1848
O -4.3498 3.2152 -2.1185 -0.451 0.392 -0.271 0.1826
O -0.7403 1.5581 2.8957 0.085 -0.358 0.352 0.1140
C 1.7705 -0.1325 2.4042 -0.091 0.018 -0.298 0.0472
C 1.8131 -0.0077 -2.6933 0.043 -0.157 -0.042 -0.2090
H 0.7542 -6.0168 2.4436 0.061 0.020 0.070 0.0821
H -2.5315 1.9648 -7.5335 -0.026 0.002 0.002 0.0878
O -5.4121 -0.8916 -5.9352 0.004 0.113 0.071 0.0849
H -3.1248 4.3118 3.7955 0.017 -0.049 -0.073 0.1336
C 2.7820 -2.4630 3.5233 0.026 -0.006 0.138 0.0373
O -2.8385 1.6582 -6.6736 -0.210 -0.038 -0.016 -0.0478
C -4.9450 -0.4850 -3.6430 0.102 0.051 -0.139 -0.1055
O -0.0227 -0.9422 0.1977 0.189 -0.081 0.060 -0.0702
H 6.5217 0.1000 1.3291 -0.026 0.016 -0.135 0.0648
C -1.0900 -2.1999 1.8858 0.359 0.211 0.064 -0.0267
C -3.4459 2.8238 -1.2417 -0.814 0.766 1.060 -0.4288
H 5.5907 0.2122 4.6930 0.000 0.027 0.053 0.1399
Se 2.7464 3.7933 2.0579 -0.210 0.022 -0.151 -0.0530
H -3.1337 0.6077 -3.2849 0.058 0.031 0.040 0.1015
H -0.5480 2.3431 -4.5016 0.094 0.047 0.074 0.0540
H -5.1519 5.0307 2.5441 0.041 -0.037 -0.047 0.1198
H 7.6515 0.7632 3.4468 0.009 0.008 -0.071 0.1376
H 5.3234 0.6548 3.0006 -0.375 0.284 -0.019 0.1006
C 7.1714 -0.2008 3.2961 -0.105 -0.125 -0.224 -0.0943
H 1.8141 -0.2367 -1.6347 0.077 0.046 0.195 -0.0046
Se 4.3833 0.8389 -0.1681 -0.097 -0.202 0.231 -0.1052
H -0.0020 -1.3183 -4.7250 0.053 0.021 -0.044 0.0587
H 1.3758 0.7750 1.9719 -0.023 0.048 0.000 0.0473
C -5.8405 -1.3860 -3.0839 -0.146 -0.109 -0.024 0.0073
C -1.0937 2.6948 2.8104 -0.174 0.464 -0.553 -0.5241
H 2.5536 0.7641 -2.9042 0.071 0.028 0.095 0.0290
O -2.5087 2.1949 -1.6219 0.690 -0.763 -0.725 -0.0002
O -0.9670 -0.0201 -2.3541 0.406 0.309 -0.571 -0.4613
C -4.6101 -1.2246 -1.0397 0.129 0.202 -0.022 -0.0720
F 3.2907 1.0999 3.6113 0.570 -0.135 0.094 0.0221
```
Forces are in eV/Å.

## Properties
Total energy ... -13410.62478 hartree
Kohn-Sham gap ... 5.12 eV
Net charge ... 0
Energy relative to the best compared isomer or geometry (same formula, charge and spin) ... 98.70 kcal per mole